No. 1
Below is a molecular structure, C35H33Cl2N6O5S2Ti, with properties calculated with ωB97M-V with the def2-TZVPD basis set.

Structure (XYZ):
```
84
Properties=species:S:1:pos:R:3:forces:R:3:lowdin_charge:R:1
Ti -0.45929 0.97744 -0.17320 -0.7 -0.3 -0.2 1.129
C -3.86238 0.83082 1.04755 0.1 0.0 0.0 -0.059
N -2.71282 0.04556 1.51987 0.0 -0.1 -0.1 -0.188
C -2.61347 0.15825 2.97354 0.0 0.0 0.0 -0.094
C -2.89109 -1.31306 1.05993 0.0 0.1 0.1 -0.234
C -3.73545 -2.19326 1.71307 0.0 0.0 0.0 -0.043
C -4.00614 -3.45901 1.20343 0.0 0.0 0.0 -0.118
C -3.45517 -3.80361 -0.02138 0.0 0.0 -0.1 -0.128
C -2.59557 -2.93697 -0.67956 0.0 0.0 0.0 -0.045
C -2.23358 -1.69105 -0.12842 0.0 -0.1 -0.1 -0.237
N -1.32954 -0.83403 -0.70474 0.2 -0.1 0.1 -0.034
C -0.51312 -1.28189 -1.75587 0.1 0.0 -0.1 -0.247
C 0.14520 -2.50812 -1.81129 0.0 0.0 0.0 -0.030
C 1.06393 -2.78286 -2.81363 0.0 0.0 0.0 -0.083
C 1.35906 -1.83323 -3.77623 0.0 0.0 0.0 -0.084
C 0.72928 -0.59578 -3.72669 0.0 0.0 0.0 -0.014
C -0.19439 -0.32170 -2.73282 0.0 0.0 0.0 -0.198
N -0.78846 0.97641 -2.52892 0.1 0.0 0.1 -0.241
C -0.13180 2.07370 -3.24130 0.0 0.0 0.0 -0.072
C -2.22436 0.99098 -2.85602 -0.1 0.0 0.0 -0.053
H -4.79942 0.42240 1.45163 0.0 0.0 0.0 0.093
H -3.76419 1.86532 1.37072 0.0 0.1 0.0 0.081
H -3.90347 0.81010 -0.03998 0.0 0.0 0.0 0.090
H -1.85014 -0.52284 3.34309 0.0 0.0 0.0 0.041
H -2.34100 1.18127 3.23375 0.0 0.0 0.0 0.079
H -3.56300 -0.06607 3.47835 0.0 0.0 0.0 0.080
H -4.20274 -1.88780 2.64050 0.0 0.0 0.0 0.105
H -4.66335 -4.13723 1.73151 0.0 0.0 0.0 0.091
H -3.69450 -4.75737 -0.47852 0.0 0.0 0.0 0.098
H -2.17761 -3.22988 -1.63236 0.0 0.0 0.0 0.103
H -0.02487 -3.23039 -1.02514 0.0 0.0 0.0 0.091
H 1.58058 -3.73563 -2.81929 0.0 0.0 0.0 0.095
H 2.09652 -2.03316 -4.54193 0.0 0.0 0.0 0.100
H 0.98959 0.16212 -4.45249 0.0 0.0 0.0 0.107
H -0.31890 2.01573 -4.32077 0.0 0.0 0.0 0.092
H -0.53806 3.01017 -2.86139 0.0 0.0 0.0 0.098
H 0.93711 2.06534 -3.05134 0.0 0.0 0.0 0.088
H -2.36698 0.88889 -3.93841 0.0 0.0 0.0 0.095
H -2.73149 0.17456 -2.34917 0.0 0.0 0.0 0.081
H -2.64966 1.93548 -2.51823 0.0 0.0 0.0 0.085
Cl -3.40481 5.01534 -0.35092 0.0 0.0 0.0 0.684
C -2.31555 4.55114 0.91922 -0.1 -0.1 -0.1 -0.582
C -2.14204 5.41717 2.00920 0.0 0.0 0.0 -0.129
C -1.28972 5.10157 3.02564 0.0 0.0 -0.1 -0.613
Cl -1.09078 6.20491 4.35765 0.0 0.0 0.0 0.669
C -0.56895 3.88397 3.00052 -0.1 -0.1 0.0 -0.168
C 0.34322 3.45699 3.98912 0.1 0.0 0.1 -0.012
C 0.99524 2.26273 3.85524 -0.1 0.1 0.0 -0.019
C 0.74659 1.47009 2.72186 0.0 0.0 0.0 -0.092
N -0.11466 1.83487 1.80196 0.1 0.0 0.0 0.042
C -0.77613 3.01741 1.90842 0.1 0.2 0.0 -0.136
C -1.64593 3.34202 0.80392 0.0 0.2 0.2 -0.393
O -1.74555 2.53369 -0.20345 0.1 0.2 0.0 -0.178
H -2.69109 6.34836 2.03042 0.0 0.0 0.0 0.103
H 0.52674 4.09284 4.84502 0.0 0.0 0.0 0.092
H 1.70826 1.92750 4.59462 0.0 0.0 0.0 0.110
H 1.26237 0.53098 2.55760 0.0 0.0 0.0 0.084
S 0.23604 -2.14147 2.53541 0.1 0.1 0.2 0.683
C 0.53640 -3.60631 1.86594 -0.1 0.0 -0.2 -1.161
N -0.37678 -4.40016 1.28334 0.0 0.0 0.2 -0.067
C 0.03253 -5.74711 0.94186 0.0 0.0 0.0 -0.236
C 1.51951 -5.63628 0.63247 0.0 0.0 0.0 -0.432
S 2.12530 -4.35244 1.77004 0.0 0.0 0.0 0.921
H -1.35204 -4.13236 1.34178 0.0 0.0 -0.1 0.105
H -0.53131 -6.10341 0.07917 0.0 0.0 0.0 0.120
H -0.13736 -6.43035 1.78141 0.0 0.0 0.0 0.117
H 1.68973 -5.30470 -0.39171 0.0 0.0 0.0 0.067
H 2.05115 -6.56868 0.80486 0.0 0.0 0.0 0.074
O 1.44493 0.11895 -0.05425 0.1 -0.2 0.1 -0.105
C 1.96700 1.19014 -0.52135 0.1 0.3 -0.1 -0.555
O 1.13896 2.18281 -0.68106 -0.1 -0.2 0.0 -0.118
C 3.35170 1.29796 -0.88043 -0.1 -0.1 0.0 -0.167
C 4.20585 0.17752 -0.75869 0.0 0.0 0.0 -0.027
C 5.51969 0.24996 -1.12908 0.0 0.0 0.0 -0.015
C 6.04115 1.46314 -1.64312 0.0 0.0 0.0 -0.190
C 5.19480 2.59287 -1.76584 0.0 0.0 0.0 -0.017
C 3.88235 2.50434 -1.39169 0.0 0.0 0.0 -0.034
N 7.36987 1.54263 -2.02778 0.1 0.0 0.0 -0.415
O 7.81080 2.63107 -2.48034 0.0 0.0 0.0 -0.073
O 8.10265 0.52640 -1.90600 0.0 0.0 0.0 -0.074
H 3.79141 -0.74553 -0.37218 0.0 0.0 0.0 0.110
H 6.18274 -0.59770 -1.04619 0.0 0.0 0.0 0.099
H 5.61435 3.50653 -2.15867 0.0 0.0 0.0 0.099
H 3.22612 3.36096 -1.48180 0.0 0.0 0.0 0.109
```
Forces are in eV/Å.

Computed properties:
HOMO-LUMO gap (alpha / beta)	4.1 / 6.9	eV
multiplicity	3
net charge	-1
LUMO (alpha / beta)	1.672 / 1.667	eV
relative energy (zero: lowest compared OMol25 entry of this formula, charge and spin)	11.31	kcal/mol
highest occupied orbital energy (alpha / beta)	-2.394 / -5.194	eV

---

No. 2
Below is a molecular structure, C35H33Cl3CrN5OS at a distorted geometry, with properties calculated with ωB97M-V with the def2-TZVPD basis set.

Structure (XYZ):
```
79
Properties=species:S:1:pos:R:3:forces:R:3:lowdin_charge:R:1
Cr -1.72397 -0.93865 -1.04815 1.6 0.3 -0.1 0.895
C -4.98597 -1.43283 1.70989 -0.1 -0.3 -0.1 0.006
C -5.59665 -2.58951 1.24201 0.2 0.3 0.0 0.012
C -5.14413 -3.13608 0.05361 0.4 0.2 -0.2 0.041
C -4.06807 -2.54509 -0.61004 -0.5 -0.1 0.6 -0.181
N -3.44139 -1.44937 -0.12568 -0.8 -0.4 0.3 0.013
C -3.93148 -0.90311 0.99380 0.0 0.4 0.4 -0.077
C -3.49338 -3.08167 -1.83856 0.0 -0.4 -0.6 -0.171
C -4.08149 -4.11865 -2.56407 0.1 0.3 0.3 0.040
C -3.45919 -4.60823 -3.69714 0.3 0.2 0.0 0.011
C -2.23952 -4.05229 -4.06061 -0.3 -0.1 0.2 0.009
C -1.73267 -3.02112 -3.29519 0.4 0.0 -0.3 -0.079
N -2.33274 -2.50006 -2.22234 -0.7 -0.6 -0.6 0.023
H -5.30637 -0.95692 2.62454 0.0 0.1 0.0 0.129
H -6.40199 -3.05380 1.78815 -0.1 0.0 0.0 0.132
H -5.60297 -4.02844 -0.33829 0.0 -0.1 0.0 0.122
H -3.44570 -0.00642 1.35094 0.0 -0.1 -0.1 0.110
H -5.02616 -4.53276 -2.25225 0.0 0.0 0.1 0.122
H -3.90839 -5.39930 -4.27907 0.0 0.0 0.0 0.133
H -1.69394 -4.40244 -4.92337 0.1 0.0 0.0 0.129
H -0.77595 -2.60501 -3.55983 0.0 0.1 0.0 0.091
C 1.00570 0.82463 -1.55299 0.1 0.3 0.2 -0.086
N 0.20152 -0.26984 -2.11632 -0.4 -0.3 -0.2 -0.288
C -0.20220 0.15157 -3.46704 0.0 0.1 -0.4 -0.053
C 1.09874 -1.45578 -2.12173 0.1 -0.5 0.0 -0.135
C 0.81977 -2.34573 -0.93675 0.1 0.2 -0.1 -0.221
C 1.76892 -3.26783 -0.50888 -0.1 0.0 0.0 -0.017
C 1.47532 -4.13919 0.52714 0.1 -0.1 0.0 -0.064
C 0.23648 -4.08689 1.14683 -0.1 0.0 -0.1 -0.071
C -0.70349 -3.15801 0.72148 -0.3 -0.1 0.2 -0.101
C -0.41983 -2.27997 -0.30970 -0.1 0.2 0.0 -0.159
H 1.89240 0.99474 -2.17746 -0.1 -0.1 0.1 0.109
H 1.32000 0.55611 -0.54522 0.0 0.0 0.1 0.089
H 0.44737 1.75682 -1.53472 0.0 -0.1 0.0 0.078
H 0.65757 0.41068 -4.09706 0.0 0.0 0.1 0.117
H -0.83516 1.04033 -3.38759 0.1 -0.1 0.0 0.104
H -0.76847 -0.62726 -3.97303 0.0 0.0 0.0 0.075
H 2.14849 -1.14109 -2.12201 -0.1 0.0 -0.1 0.138
H 0.97102 -2.04469 -3.03427 -0.1 0.2 -0.1 0.124
H 2.72971 -3.31632 -1.00179 0.1 0.0 0.0 0.127
H 2.20926 -4.86648 0.84531 0.0 0.0 0.0 0.122
H -0.00157 -4.76207 1.95585 0.0 -0.1 0.0 0.119
H -1.67742 -3.14377 1.19586 0.0 0.0 0.1 0.103
Cl 5.40906 6.97447 -1.55670 0.1 0.1 -0.1 0.737
C 4.26309 5.95464 -0.79368 -0.3 -0.5 0.1 -0.663
C 4.01698 4.67923 -1.29462 0.1 0.2 0.0 -0.087
C 3.14006 3.84831 -0.62350 -0.1 0.2 0.2 -0.028
C 2.48489 4.25595 0.53588 0.1 0.0 0.2 -0.194
C 1.63713 3.27448 1.31779 0.0 0.2 -0.3 -0.297
C 0.12353 3.63722 1.33352 0.8 0.5 0.1 -0.041
N -0.61704 2.40782 1.23194 -0.7 -0.7 -0.4 -0.030
C -0.50292 1.39664 2.13846 -0.2 -0.6 0.1 0.003
C -0.99143 0.27926 1.53549 0.3 0.1 0.7 -0.107
N -1.40775 0.59083 0.26687 -0.2 0.3 0.0 -0.056
C -1.19144 1.89193 0.13456 0.0 0.4 -0.1 -0.130
O 2.03787 3.17180 2.66464 -0.4 0.1 0.0 -0.130
C 3.10815 2.27875 2.94489 0.1 -0.3 0.2 -0.130
C 2.57817 0.90125 3.23642 -0.1 0.3 0.5 -0.324
C 2.03286 0.54231 4.44692 0.1 -0.4 -0.5 -0.975
Cl 1.92217 1.51318 5.84196 0.0 0.1 0.1 0.717
S 1.40772 -1.07549 4.43474 0.2 0.5 -0.2 1.027
C 1.86929 -1.26381 2.79245 0.0 0.1 0.1 -0.407
C 2.46945 -0.14922 2.29431 -0.1 -0.4 0.1 -0.153
C 2.69786 5.56059 0.98618 0.3 -0.3 -0.5 -0.576
Cl 1.85886 6.15817 2.36200 -0.1 0.3 0.2 0.801
C 3.58752 6.39983 0.33468 0.0 0.0 0.0 -0.104
H 4.51318 4.34247 -2.19086 0.1 0.0 -0.1 0.110
H 2.96440 2.85264 -1.00681 0.0 -0.1 0.0 0.096
H 1.74452 2.29432 0.82486 -0.1 0.1 0.0 0.128
H -0.13142 4.29794 0.50630 -0.1 -0.1 0.0 0.147
H -0.09039 4.12633 2.28416 -0.1 0.0 -0.2 0.128
H -0.07611 1.55660 3.10528 0.2 0.0 0.2 0.134
H -1.06750 -0.71318 1.92756 0.1 -0.2 0.1 0.107
H -1.47825 2.48529 -0.71461 0.1 0.1 -0.1 0.155
H 3.59112 2.68539 3.83420 0.1 0.0 -0.1 0.130
H 3.82992 2.25405 2.12065 0.0 0.1 0.1 0.141
H 1.67742 -2.19087 2.29122 0.0 -0.2 -0.1 0.038
H 2.85276 -0.08431 1.29245 0.1 0.0 -0.3 0.107
H 3.75427 7.39694 0.70613 0.0 0.1 0.1 0.113
```
Forces are in eV/Å.

Computed properties:
HOMO-LUMO gap (alpha / beta)	6.1 / 6.2	eV
multiplicity	4
net charge	+2
LUMO (alpha / beta)	-6.769 / -6.747	eV
relative energy (zero: lowest compared OMol25 entry of this formula, charge and spin)	13.41	kcal/mol
highest occupied orbital energy (alpha / beta)	-12.901 / -12.901	eV

---

No. 3
Below is a molecular structure, C35H33ClLaN4Si2 at a distorted geometry, with properties calculated with ωB97M-V with the def2-TZVPD basis set.

Structure (XYZ):
```
76
Properties=species:S:1:pos:R:3:forces:R:3:lowdin_charge:R:1
C 2.10627 0.38891 -0.89744 0.4 1.3 -2.4 -0.252
C 1.33483 -0.35771 -1.86699 0.7 1.9 -0.6 -0.234
C 0.20950 0.46027 -2.26462 1.2 1.0 -0.3 -0.230
H 1.54239 -1.36332 -2.20853 0.0 0.1 0.0 0.111
C 0.28362 1.71301 -1.54085 1.9 -0.6 -1.3 -0.208
C 1.45553 1.66991 -0.70013 0.8 0.2 -2.5 -0.252
H 1.77198 2.43721 -0.00993 0.0 0.0 -0.1 0.098
H 2.99772 0.04451 -0.38998 -0.1 0.0 -0.1 0.108
H -0.57673 0.18538 -2.95467 0.1 0.1 0.0 0.102
H -0.45266 2.50490 -1.58632 0.0 -0.1 0.0 0.111
La 0.01153 -0.04482 0.16293 -3.4 -2.9 6.0 1.687
Si -2.58326 -0.50976 -0.39106 -1.6 0.2 -0.4 0.496
C -2.82906 -2.15581 -1.14835 -0.4 -1.2 -0.6 -0.383
C -3.94943 -2.92002 -0.77596 0.3 -0.5 -0.4 -0.099
H -4.63820 -2.52556 -0.03904 -0.1 0.0 0.0 0.071
C -4.18079 -4.17845 -1.33687 0.0 0.1 0.1 -0.081
H -5.05177 -4.75269 -1.02633 0.2 0.1 -0.1 0.103
C -3.31262 -4.69855 -2.29669 0.0 0.3 0.1 -0.082
H -3.49841 -5.67599 -2.73275 0.0 0.1 0.1 0.105
C -2.20565 -3.94935 -2.69025 0.1 0.1 0.0 -0.089
H -1.52243 -4.34137 -3.44080 -0.1 0.0 0.1 0.103
C -1.95870 -2.69833 -2.11873 -0.4 -0.3 0.4 -0.121
H -1.07560 -2.14184 -2.41930 0.0 0.0 -0.1 0.072
C -3.22017 0.80630 -1.49976 -1.0 1.0 -0.8 -0.376
C -3.62628 0.49916 -2.81026 0.0 0.6 0.0 -0.099
H -3.57713 -0.52744 -3.15739 -0.1 0.0 0.0 0.094
C -4.09469 1.49218 -3.67702 0.1 -0.1 0.1 -0.078
H -4.39787 1.22190 -4.68555 0.0 0.1 0.1 0.104
C -4.18345 2.81586 -3.25378 0.1 -0.2 0.1 -0.091
H -4.55033 3.58537 -3.92777 0.0 -0.1 0.1 0.103
C -3.79411 3.14244 -1.95577 0.1 -0.1 0.1 -0.096
H -3.86116 4.17172 -1.61031 0.0 -0.1 -0.1 0.102
C -3.31405 2.15808 -1.09305 0.0 -0.4 -0.6 -0.136
H -3.00107 2.43522 -0.09141 -0.1 0.1 0.1 0.090
H -3.37448 -0.49492 0.84816 -0.4 0.0 0.5 -0.040
Si -8.89614 -1.68980 0.03085 -0.5 -0.1 -0.2 0.303
C -9.03983 -0.19596 -1.06421 0.0 0.4 -0.1 -0.324
C -9.58220 -0.32013 -2.35151 0.0 0.3 -0.1 -0.097
H -9.87075 -1.29919 -2.73002 0.0 0.1 0.1 0.102
C -9.74887 0.79946 -3.17082 0.1 -0.1 0.1 -0.081
H -10.16844 0.68225 -4.16784 0.1 0.0 0.2 0.104
C -9.37317 2.06245 -2.71588 0.0 -0.3 0.2 -0.085
H -9.50059 2.93210 -3.35286 0.0 -0.1 0.1 0.102
C -8.83045 2.20051 -1.43871 0.0 -0.2 0.0 -0.084
H -8.53222 3.18359 -1.07917 -0.1 -0.2 -0.1 0.103
C -8.66591 1.08125 -0.61990 -0.1 0.1 -0.3 -0.112
H -8.23068 1.20750 0.36833 -0.1 0.0 -0.1 0.081
C -8.65301 -3.22398 -0.99034 -0.1 -0.2 0.1 -0.335
C -7.65207 -3.27967 -1.96170 0.0 -0.4 -0.3 -0.113
H -7.00269 -2.42349 -2.13232 -0.1 -0.1 0.0 0.107
C -7.46917 -4.43522 -2.72881 0.0 0.2 0.1 -0.093
H -6.68179 -4.46510 -3.48087 -0.2 0.0 0.1 0.104
C -8.28883 -5.54437 -2.53209 0.0 0.3 0.2 -0.082
H -8.14628 -6.44024 -3.12820 0.0 0.1 0.1 0.104
C -9.29206 -5.49653 -1.56453 0.0 0.0 0.0 -0.082
H -9.93516 -6.36198 -1.40779 0.1 0.2 0.0 0.106
C -9.47317 -4.34750 -0.79721 0.2 0.0 -0.2 -0.101
H -10.25795 -4.32386 -0.04457 0.1 0.0 -0.1 0.096
H -10.10194 -1.87328 0.87398 0.1 0.0 0.0 -0.007
Cl -7.31464 -1.41242 1.32020 0.3 0.0 0.2 0.306
N 2.88181 -2.17588 2.93709 -0.3 -0.8 -0.8 0.151
C 2.63473 -3.32824 2.15334 0.5 0.9 1.0 -0.033
C 1.78549 -2.98187 1.17656 -0.5 1.5 -0.1 -0.079
N 1.46315 -1.62698 1.29062 2.2 -1.6 2.1 -0.053
C 2.15711 -1.18590 2.37568 -0.7 -2.3 -1.8 -0.270
C 2.00307 0.14729 2.77817 -1.1 2.5 0.0 -0.271
N 1.16147 0.96291 2.09664 1.5 0.4 2.6 -0.042
C 1.20253 2.18011 2.77992 -0.2 -1.1 -0.9 -0.090
C 2.03699 2.08580 3.82509 0.8 -1.2 0.4 -0.032
N 2.55935 0.77221 3.83765 -0.5 1.1 -0.2 0.149
H 3.48305 -2.11903 3.76362 -0.4 -0.1 -0.6 0.179
H 3.07192 -4.26352 2.36173 0.5 -0.7 0.3 0.114
H 1.35573 -3.56859 0.38609 0.1 -0.2 0.0 0.123
H 0.61623 3.01537 2.43938 0.0 0.1 0.1 0.124
H 2.30497 2.80619 4.54546 0.3 0.5 0.7 0.114
H 3.22002 0.38038 4.51638 -0.5 0.4 -0.5 0.180
```
Forces are in eV/Å.

Computed properties:
HOMO-LUMO gap	5.2	eV
net charge	+1
LUMO	-3.607	eV
highest occupied orbital energy	-8.849	eV